{
  "formula": "H2P2S4",
  "method": "the ωB97M-V functional and the def2-TZVPD basis",
  "s2": 2.025,
  "total_energy_ev": -61949.94885,
  "orbital_gap_ev": [6.14, 5.86],
  "relative_energy_ev": 0.4295,
  "multiplicity": 3,
  "e_homo_ev": [-7.3, -9.6],
  "symbols": ["P", "P", "S", "S", "S", "S", "H", "H"],
  "xyz": [[-1.5956, -1.1833, 0.7547], [-1.9867, 1.6991, -0.4042], [2.8898, 0.6123, -0.1883], [-2.7920, -0.0498, -1.0169], [-0.7899, 1.0691, 1.1006], [-0.1605, -2.1376, -0.0885], [2.8189, -0.5765, 0.3949], [1.6160, 0.5666, -0.5523]],
  "forces_ev_per_angstrom": [[0.20, 2.18, -1.32], [-0.14, 1.11, -0.42], [0.42, 0.30, -0.09], [-0.02, -1.64, 0.65], [0.10, -1.50, 0.87], [-0.19, -0.16, 0.24], [-0.02, -0.31, 0.17], [-0.36, 0.01, -0.08]],
  "mulliken_charge": [0.287, 0.184, -0.220, -0.165, -0.185, -0.112, 0.125, 0.084]
}